Entry 1:
ORCA calculation (the ωB97M-V functional and the def2-TZVPD basis) on a structure of composition CH7ClN2P in a non-equilibrium geometry.

```
12
Properties=species:S:1:pos:R:3:forces:R:3:nbo_charge:R:1
C -0.871496 -0.684300 1.235719 -2.230 0.519 -2.111 -1.00
N -0.579252 1.270529 -0.980245 0.780 -1.109 1.053 -1.14
N 0.971537 -0.824839 -1.077544 -2.279 2.872 1.377 -1.05
P 0.127758 0.183830 0.029572 1.734 1.749 -0.346 1.86
Cl 1.980035 1.443494 1.382513 -2.644 -1.828 -1.868 -0.32
H -1.953902 -0.913290 0.990077 1.003 1.080 -0.314 0.32
H -0.839586 -0.431829 2.246835 0.630 0.907 1.466 0.32
H -0.493394 -1.623592 1.071994 1.369 -2.723 0.189 0.27
H -1.469181 1.730489 -1.022530 -0.449 -0.072 0.811 0.47
H 0.040343 1.649202 -1.661661 0.518 0.304 -0.645 0.43
H 1.642066 -0.216533 -1.516098 0.481 0.106 -0.693 0.42
H 1.445073 -1.583160 -0.698633 1.087 -1.805 1.080 0.42
```
Positions in Å, forces in eV/Å.

Properties
charge = +1
energy = -953.0846 Eh
F_max = 3.92 eV Å⁻¹
LUMO energy = -0.224 Eh
ΔE to the lowest compared entry with this formula, charge and spin = 136.4 kJ/mol
spin multiplicity = 1

Entry 2:
ORCA calculation (the ωB97M-V functional and the def2-TZVPD basis) on a structure of composition C12H23N2O2P2Tm in a non-equilibrium geometry.

```
42
Properties=species:S:1:pos:R:3:forces:R:3:nbo_charge:R:1
Tm 0.712791 -0.662688 -0.502534 1.214 -1.084 0.019 2.03
P -1.005230 -2.723964 0.098652 -1.174 -0.102 -0.548 0.73
C -2.361792 -1.514361 -0.366088 0.166 0.419 0.342 -0.77
C -2.262189 -0.183565 0.351673 0.387 0.396 -0.522 0.25
N -1.027028 0.340383 0.633583 -0.664 0.031 0.818 -0.70
C -0.975690 1.504891 1.347866 -0.037 -0.295 -0.488 0.26
C -2.112615 2.232845 1.620940 -0.665 0.401 0.058 -0.24
C -3.352487 1.775999 1.188535 0.142 -0.127 -0.015 -0.06
C -3.415708 0.537368 0.556035 -0.561 0.129 0.237 -0.24
C 0.330491 2.050244 1.842413 -0.022 -0.158 -0.150 -0.74
P 1.808424 1.393641 0.940890 -0.460 1.099 0.296 0.72
H -4.369132 0.129912 0.204677 0.363 0.144 0.268 0.26
H -2.033044 3.191200 2.141083 0.010 -0.407 -0.119 0.26
H -4.254493 2.363265 1.351536 0.209 -0.116 -0.032 0.26
H 0.266130 3.131499 1.669935 0.351 -0.116 0.388 0.27
H 0.388744 1.848972 2.925217 0.175 0.121 -0.335 0.29
H -2.401748 -1.277392 -1.446022 -0.028 -0.534 0.229 0.27
H -3.315439 -1.947396 -0.039718 0.106 -0.071 -0.514 0.28
H 1.068341 0.431733 -4.286160 -1.505 0.058 0.032 0.49
O 0.079182 0.427626 -4.139230 1.423 0.421 -0.915 -0.98
H -0.261503 0.824425 -4.986450 0.307 -0.571 1.259 0.51
H 4.187698 0.765735 -2.459864 0.068 0.724 -1.069 0.46
O 3.994380 1.393985 -3.199716 0.624 -0.703 0.942 -0.96
H 4.879829 1.604903 -3.565719 -0.738 -0.156 0.231 0.50
C 1.958912 2.701484 -0.356133 0.356 -0.203 -0.092 -0.94
H 2.142250 3.658228 0.153638 0.002 -0.204 -0.291 0.27
H 2.798702 2.449200 -1.015614 0.020 0.260 0.135 0.27
H 1.086436 2.809896 -1.019760 0.026 -0.138 0.400 0.25
C 3.191099 1.715681 2.078112 0.467 -0.278 -0.045 -0.92
H 4.119680 1.372418 1.598023 -0.214 0.235 0.128 0.28
H 3.244068 2.798551 2.270794 -0.003 -0.367 -0.070 0.27
H 3.115802 1.170044 3.032610 -0.229 0.156 -0.432 0.28
C -1.760283 -3.554895 1.547497 0.296 -0.139 0.484 -0.91
H -2.710288 -4.029060 1.245731 0.432 0.192 -0.005 0.26
H -1.068667 -4.324298 1.922165 -0.221 0.133 -0.225 0.28
H -1.954977 -2.888806 2.402814 0.123 0.016 -0.470 0.27
C -1.197718 -3.963451 -1.242562 0.251 -0.115 0.236 -0.92
H -0.432239 -4.732655 -1.082259 -0.293 -0.023 -0.024 0.28
H -2.208958 -4.393550 -1.157574 0.427 0.060 -0.199 0.26
H -1.028001 -3.560138 -2.252152 -0.163 0.049 0.367 0.26
N 3.543401 -2.780653 0.038326 -2.070 1.524 -0.154 -0.28
C 2.592871 -2.087256 -0.045191 1.103 -0.660 -0.158 -0.42
```
Positions in Å, forces in eV/Å.

Properties
expectation value of S² = 2.00
charge = +2
energy = -2498.4147 Eh
F_max = 2.58 eV Å⁻¹
LUMO energy (alpha / beta) = -0.267 / -0.271 Eh
ΔE to the lowest compared entry with this formula, charge and spin = 171.0 kJ/mol
spin multiplicity = 3

Entry 3:
ORCA calculation (the ωB97M-V functional and the def2-TZVPD basis) on a cluster of 3 separate species, C3H13NO3 in total in a non-equilibrium geometry.

```
20
Properties=species:S:1:pos:R:3:forces:R:3:nbo_charge:R:1
C 1.201744 1.763691 1.497775 -0.798 -0.391 -1.595 -0.46
N 0.521306 0.795450 0.615423 -0.118 2.407 1.616 -0.12
C -0.190014 1.225346 -0.544858 -0.783 1.307 -0.672 -0.33
C 0.265432 0.435180 -1.786708 1.240 -0.800 0.531 -0.06
O 0.284613 -0.944062 -1.469428 -1.108 -0.117 -0.612 -0.73
H 0.343046 2.127826 2.089002 0.308 0.324 0.069 0.27
H 1.631354 2.536831 0.868201 0.204 0.212 0.414 0.24
H 1.888412 1.270453 2.168497 0.261 -0.142 0.057 0.26
H 0.028307 0.121387 1.231634 -0.025 -1.674 -0.642 0.44
H -1.276486 1.160075 -0.419323 0.005 -1.097 0.408 0.26
H -0.148315 2.319668 -0.617285 0.940 -0.135 -0.472 0.24
H -0.366618 0.494420 -2.666251 -0.175 0.610 0.187 0.23
H 1.291646 0.716998 -2.022585 -0.106 0.413 -0.306 0.19
H 1.003374 -1.220313 -0.914370 0.683 0.015 0.284 0.49
H -1.231360 -2.106823 -1.257358 0.327 -0.147 0.276 0.50
H -2.170302 -3.261108 -0.959198 0.331 0.063 0.627 0.50
O -1.448494 -2.744152 -0.556742 -0.649 -0.026 -0.669 -0.98
H -0.936948 -1.783377 0.928178 -0.416 -0.305 -0.376 0.53
H -0.076123 -1.721124 2.191088 0.335 -0.597 0.701 0.50
O -0.614574 -1.186364 1.624316 -0.457 0.080 0.174 -0.96
```
Positions in Å, forces in eV/Å.

Properties
expectation value of S² = 0.75
charge = +1
energy = -402.2508 Eh
F_max = 2.90 eV Å⁻¹
LUMO energy (alpha / beta) = -0.107 / -0.268 Eh
ΔE to the lowest compared entry with this formula, charge and spin = 96.5 kJ/mol
spin multiplicity = 2

Entry 4:
ORCA calculation (the ωB97M-V functional and the def2-TZVPD basis) on a structure of composition C4H16N4Pt in a non-equilibrium geometry.

```
25
Properties=species:S:1:pos:R:3:forces:R:3:nbo_charge:R:1
Pt -0.000065 -0.483123 -0.485510 -0.011 1.137 1.171 0.89
N 2.102406 -0.437551 -0.605741 -0.555 -0.187 0.034 -0.77
C 2.553189 0.973607 -0.480912 -0.082 0.135 -0.081 -0.24
C 1.757749 1.748456 -1.516299 0.198 0.107 0.051 -0.25
N 0.306750 1.547108 -1.248549 -0.098 -0.607 -0.713 -0.81
H 2.588174 -1.061973 0.034163 0.023 0.127 0.109 0.42
H 2.367921 -0.754157 -1.540474 -0.109 -0.192 0.044 0.42
H 3.626929 1.066424 -0.650036 -0.055 -0.034 -0.042 0.25
H 2.334696 1.307540 0.534066 0.029 0.078 -0.048 0.22
H 1.955664 1.360718 -2.517243 0.070 0.041 0.031 0.22
H 2.021977 2.806943 -1.505969 -0.060 -0.044 0.019 0.25
H -0.235562 1.819950 -2.065606 0.042 0.059 0.025 0.42
H 0.016887 2.155589 -0.486530 -0.098 -0.073 0.008 0.41
N -2.103338 -0.606634 -0.436423 0.554 0.054 -0.212 -0.77
C -2.553199 -0.482009 0.974775 0.066 -0.055 0.120 -0.24
C -1.756792 -1.515393 1.747968 -0.195 0.022 0.131 -0.25
N -0.306883 -1.246849 1.545517 0.121 -0.713 -0.609 -0.81
H -2.590428 0.032948 -1.060202 -0.025 0.105 0.126 0.42
H -2.368288 -1.541629 -0.752784 0.112 0.045 -0.193 0.42
H -3.626631 -0.652422 1.068742 0.054 -0.040 -0.037 0.25
H -2.335609 0.533276 1.308340 -0.030 -0.046 0.077 0.22
H -1.954167 -2.516389 1.360113 -0.071 0.028 0.043 0.22
H -2.020101 -1.505461 2.806686 0.060 0.017 -0.043 0.25
H 0.235351 -2.064072 1.817997 -0.038 0.028 0.059 0.42
H -0.016631 -0.484894 2.153911 0.098 0.007 -0.073 0.41
```
Positions in Å, forces in eV/Å.

Properties
charge = +2
energy = -499.7929 Eh
F_max = 1.63 eV Å⁻¹
LUMO energy = -0.297 Eh
ΔE to the lowest compared entry with this formula, charge and spin = 0.0 kJ/mol
spin multiplicity = 1

Entry 5:
ORCA calculation (the ωB97M-V functional and the def2-TZVPD basis) on a structure of composition C56H69FeN2O in a non-equilibrium geometry.

```
129
Properties=species:S:1:pos:R:3:forces:R:3:lowdin_charge:R:1
C -2.118132 5.543682 4.093634 0.310 -0.203 -0.722 -0.07
O -1.314213 5.376116 2.911672 -0.638 0.580 0.573 -0.10
C -1.385440 4.222730 2.202029 0.315 -0.954 -0.376 -0.29
C -0.538672 4.137506 1.077353 -0.503 0.265 0.633 0.00
C -0.240059 2.892680 0.557334 -0.013 -0.316 0.462 -0.04
C -0.653885 1.721929 1.217940 -0.424 -0.465 -0.905 -0.16
C -0.002793 0.390003 0.753655 -1.115 1.232 -1.993 -0.13
C -1.024639 -0.378915 -0.117585 -0.207 -0.603 1.910 -0.23
C -2.387964 0.038868 -0.391495 -0.527 -0.398 1.994 -0.14
C -3.142324 -1.106285 -0.856463 -0.742 -0.215 1.578 -0.18
C -2.243839 -2.233053 -0.915438 -0.294 -0.835 1.651 -0.18
C -0.936636 -1.786321 -0.487518 -0.143 -0.468 1.956 -0.16
Fe -1.598052 -0.735121 -2.015815 0.101 0.851 0.521 0.27
C -0.345157 0.167605 -3.226186 0.332 -0.155 -1.746 -0.18
C -1.706888 0.602343 -3.472938 0.444 0.357 -1.736 -0.20
C -2.504199 -0.561178 -3.784597 0.110 0.245 -1.798 -0.20
C -1.652426 -1.724080 -3.732645 0.559 0.176 -1.841 -0.20
C -0.314764 -1.288615 -3.383320 0.353 0.541 -1.988 -0.20
C -1.815333 1.859622 2.006457 0.286 -0.017 -0.086 -0.06
C -2.171907 3.097578 2.534890 0.285 0.827 -0.053 -0.02
H -1.772469 6.494425 4.504072 -0.235 -0.144 0.056 0.09
H -3.184504 5.591665 3.835976 0.170 0.056 0.089 0.09
H -1.960434 4.736854 4.824945 0.047 0.119 -0.275 0.07
H -0.083772 5.046377 0.689632 -0.100 -0.149 0.034 0.12
H 0.336204 2.808005 -0.363607 0.101 -0.092 0.499 0.11
H 0.814656 0.683990 0.082469 -0.009 0.046 0.238 0.12
H -2.792550 1.008932 -0.133383 0.001 -0.142 -0.318 0.10
H -4.207526 -1.101698 -1.080164 0.375 -0.042 -0.046 0.10
H -2.496734 -3.259799 -1.182308 0.066 0.438 -0.050 0.10
H -0.056922 -2.414163 -0.334580 -0.288 0.203 -0.327 0.11
H 0.505216 0.809226 -3.040467 -0.124 -0.109 0.093 0.08
H -2.043865 1.634773 -3.517895 0.049 -0.269 0.179 0.09
H -3.542760 -0.550668 -4.107280 0.224 -0.013 0.269 0.09
H -1.942555 -2.736570 -3.996666 0.027 0.206 0.221 0.09
H 0.562542 -1.917905 -3.321552 -0.222 0.068 0.115 0.08
H -2.477162 1.009805 2.186431 0.526 0.259 0.042 0.12
H -3.051875 3.206715 3.172332 0.335 -0.121 -0.054 0.11
C 2.741550 2.673534 1.572677 -0.417 0.078 0.378 -0.05
C 3.491883 2.350559 0.283300 -0.233 -0.263 -0.213 -0.51
C 3.067165 3.355543 -0.785494 0.013 0.215 -0.176 -0.07
C 4.995462 2.534997 0.533695 0.190 0.002 -0.090 -0.04
C 3.203782 0.900465 -0.168868 -0.073 0.189 -1.166 -0.15
C 2.839049 0.589388 -1.490148 0.431 1.044 0.792 -0.08
C 2.693883 -0.744358 -1.881781 -0.294 -0.987 -0.357 -0.11
C 3.182161 -1.770764 -1.076728 0.154 0.482 -0.667 -0.08
C 3.869633 -1.439118 0.097068 0.015 -1.392 0.609 -0.15
C 5.139286 -2.238699 0.523075 -0.686 0.326 -0.273 -0.54
C 4.888172 -3.073889 1.771322 0.249 -0.362 0.239 -0.07
C 6.321239 -1.280545 0.733082 0.095 0.043 -0.046 -0.05
C 5.575386 -3.222266 -0.570518 0.089 -0.037 -0.056 -0.08
C 3.425430 -0.206889 0.688766 0.688 1.028 -0.172 -0.19
N 3.083489 -0.108136 2.077780 -1.679 0.134 1.236 0.06
C 4.100737 0.060098 3.123033 0.531 0.015 -0.527 -0.10
C 3.348833 -0.135078 4.394230 -0.304 -0.258 0.938 -0.09
N 1.944254 -0.302573 3.982832 -0.134 0.149 0.175 0.03
C 1.057726 -0.619260 5.093924 0.290 -0.031 1.278 -0.09
C 0.677549 0.432285 5.981203 0.015 0.096 -0.155 -0.09
C 0.992412 1.955494 5.858744 -0.065 -0.354 0.142 -0.51
C -0.246475 2.775603 6.234824 -0.371 0.170 0.172 -0.06
C 1.373315 2.426911 4.463641 0.368 0.260 -0.264 -0.04
C 2.084904 2.285963 6.895290 0.127 0.052 -0.001 -0.03
C -0.057570 0.114963 7.125164 -0.206 -0.052 0.245 -0.05
C -0.585949 -1.147092 7.326009 0.076 0.108 -0.072 -0.06
C -0.190407 -2.166183 6.479570 -0.118 -0.013 0.386 -0.05
C 0.789804 -1.964928 5.506129 0.084 -0.140 -0.343 -0.07
C 1.552922 -3.267080 5.117760 -0.605 0.196 -0.228 -0.51
C 0.603309 -4.477030 5.146501 -0.164 -0.228 0.036 -0.06
C 2.650620 -3.513768 6.168395 0.021 0.167 0.158 -0.03
C 2.156668 -3.210847 3.736080 0.300 -0.017 -0.434 -0.04
C 1.829618 -0.203314 2.626367 1.983 -0.966 -0.329 -0.06
C 0.603944 -0.558401 1.771907 0.537 -0.951 1.765 -0.09
C -0.476778 -1.119164 2.681761 -0.149 -0.115 -0.280 -0.18
C -1.091419 -0.280221 3.600053 -0.359 0.100 0.316 -0.08
C -2.258380 -0.674258 4.262112 0.605 -0.040 0.185 -0.07
C -2.731957 -1.972419 4.094257 -0.246 0.145 -0.221 -0.09
C -2.083994 -2.842101 3.223580 0.497 0.103 -0.017 -0.07
C -0.943768 -2.421899 2.534702 -0.226 -0.114 0.081 -0.04
H 3.306379 2.371534 2.455347 0.003 0.124 -0.175 0.05
H 2.533125 3.747309 1.678558 0.085 -0.139 -0.074 0.10
H 1.779266 2.146024 1.600377 0.398 0.428 0.050 0.06
H 3.647287 3.215406 -1.704049 -0.137 0.054 0.095 0.08
H 2.002095 3.263380 -1.022993 0.341 0.013 -0.078 0.06
H 3.235561 4.380296 -0.427719 0.029 -0.148 -0.022 0.08
H 5.566185 2.354705 -0.384980 -0.073 0.024 0.124 0.09
H 5.199511 3.558236 0.876584 -0.026 -0.063 -0.059 0.08
H 5.373364 1.847439 1.299129 -0.111 0.035 -0.186 0.06
H 2.647440 1.376922 -2.222906 0.153 -0.258 0.247 0.09
H 2.298316 -0.975926 -2.872056 -0.061 0.102 0.428 0.08
H 3.114018 -2.805675 -1.415103 0.262 0.171 -0.251 0.10
H 3.984201 -3.680315 1.637075 0.179 0.141 0.074 0.08
H 5.734847 -3.753559 1.947362 -0.076 0.032 0.079 0.08
H 4.774591 -2.463413 2.668974 -0.074 -0.189 -0.085 0.05
H 6.542956 -0.749291 -0.202768 -0.060 -0.081 0.216 0.09
H 6.138383 -0.527819 1.506540 0.005 -0.094 -0.208 0.05
H 7.210221 -1.858493 1.022835 -0.057 0.114 -0.014 0.08
H 5.707326 -2.724276 -1.536503 -0.141 -0.075 0.110 0.09
H 6.542356 -3.658265 -0.285984 -0.119 -0.020 -0.026 0.08
H 4.860791 -4.045022 -0.677558 0.058 0.127 -0.097 0.08
H 4.880820 -0.690168 2.984098 -0.159 0.271 0.033 0.09
H 4.581305 1.050055 3.086190 -0.222 -0.308 -0.221 0.11
H 3.662885 -1.028438 4.947111 -0.068 0.144 -0.079 0.11
H 3.447843 0.715257 5.071341 -0.091 -0.145 -0.041 0.10
H -0.517493 2.663902 7.288559 -0.044 0.070 -0.202 0.07
H -0.045496 3.841485 6.069932 -0.003 -0.183 -0.026 0.08
H -1.107655 2.486693 5.620580 0.093 0.067 0.051 0.09
H 2.382690 2.117205 4.193980 -0.261 0.115 -0.048 0.06
H 0.671831 2.076696 3.693500 0.216 0.215 0.177 0.08
H 1.366814 3.527177 4.426910 -0.020 -0.273 0.043 0.11
H 2.995580 1.689079 6.754507 -0.202 0.171 0.012 0.07
H 2.353399 3.349042 6.835394 -0.034 -0.161 0.005 0.09
H 1.714671 2.081887 7.909935 0.121 0.060 -0.237 0.08
H -0.259468 0.883001 7.875602 0.003 -0.282 -0.409 0.10
H -1.253866 -1.349348 8.165337 0.140 0.081 -0.271 0.11
H -0.627690 -3.156276 6.637274 0.466 0.414 -0.009 0.11
H -0.330859 -4.255462 4.614744 0.210 -0.086 0.151 0.07
H 1.071700 -5.339560 4.658053 0.042 0.183 0.055 0.09
H 0.376015 -4.784352 6.174170 -0.044 0.000 -0.226 0.08
H 3.361100 -2.678038 6.215266 -0.092 -0.203 0.002 0.07
H 2.205313 -3.632087 7.166174 0.110 0.053 -0.208 0.09
H 3.206006 -4.431767 5.929284 -0.119 0.205 -0.012 0.09
H 2.907797 -2.426156 3.659947 -0.035 -0.338 -0.133 0.05
H 2.630918 -4.173117 3.498978 -0.032 0.264 0.041 0.10
H 1.384500 -3.017806 2.986588 0.262 -0.082 0.084 0.08
H 1.042879 -1.374525 1.174413 -0.149 0.128 -0.020 0.15
H -0.605940 0.678938 3.833506 -0.824 -0.488 -0.400 0.10
H -2.758540 0.027211 4.930165 0.122 -0.223 -0.046 0.11
H -3.616802 -2.303732 4.633166 0.078 0.076 -0.123 0.10
H -2.441242 -3.853491 3.064543 -0.054 0.058 0.113 0.10
H -0.391446 -3.132022 1.913107 -0.447 0.364 -0.048 0.12
```
Positions in Å, forces in eV/Å.

Properties
expectation value of S² = 6.11
charge = -1
energy = -3623.4214 Eh
F_max = 2.59 eV Å⁻¹
LUMO energy (alpha / beta) = 0.073 / 0.073 Eh
spin multiplicity = 5